1.
91
Properties=species:S:1:pos:R:3:lowdin_charge:R:1 method="wB97M-V/def2-TZVPD" homo_lumo_gap_ha=0.23058 energy_ev=-63293.1453 max_force_ev_per_a=3.2 total_charge=+1
C -3.71202 0.74499 1.74373 -0.01
C -3.25595 -0.69849 1.64250 -0.30
N -3.29419 -1.09126 0.23978 0.02
C -2.95238 -2.49490 -0.02622 -0.29
C -2.46703 -2.58367 -1.49006 -0.24
N -3.48113 -2.29978 -2.48814 0.02
C -1.80646 -3.05213 0.82899 -0.03
N -1.66818 -2.43410 2.18584 -0.05
O -0.41530 -2.82321 2.69877 0.08
C -1.80130 -0.91794 2.13072 -0.40
O -0.94055 -0.44131 1.15176 0.07
C -1.49809 -0.28081 3.50601 -0.07
C -0.46683 0.83510 3.41265 -0.22
N -0.71431 2.06589 3.25292 0.15
H -3.73468 1.12676 2.76240 0.08
H -3.08861 1.38623 1.12034 0.09
H -4.73568 0.81304 1.37229 0.10
H -3.91286 -1.37567 2.22386 0.16
H -4.23422 -0.95088 -0.11165 0.13
H -3.83419 -3.14843 0.03663 0.15
H -1.99092 -3.55209 -1.67484 0.12
H -1.67714 -1.83575 -1.59043 0.13
H -3.60631 -1.29989 -2.58607 0.07
H -4.37949 -2.69850 -2.23839 0.07
H -0.84705 -2.96694 0.31667 0.12
H -1.99395 -4.10925 1.00998 0.15
H -2.40729 -2.77778 2.80430 0.20
H -0.55552 -3.22201 3.56908 0.15
H -0.10226 -0.92117 1.13608 0.13
H -2.40896 0.09438 3.96999 0.12
H -1.08570 -1.02337 4.19447 0.11
H 0.57708 0.52743 3.51061 0.12
H -1.72646 2.20109 3.18625 0.05
O 1.16215 -4.17589 -1.14433 -0.32
P 2.38227 -4.95357 -1.46752 0.57
N 3.52786 -4.61723 -0.26806 -0.30
C 4.85454 -4.05336 -0.43082 -0.11
C 2.97043 -4.47881 1.07020 -0.13
N 2.80284 -4.42548 -3.04224 -0.30
C 4.09654 -3.86751 -3.39921 -0.12
C 1.72465 -3.75653 -3.76853 -0.14
N 2.67738 -6.55659 -1.70594 -0.30
C 3.26679 -7.44671 -0.70560 -0.09
C 2.19675 -7.22973 -2.91388 -0.09
H 5.47821 -4.34861 0.41563 0.08
H 4.85283 -2.95899 -0.48812 0.09
H 5.35092 -4.44612 -1.31001 0.06
H 2.51872 -5.41328 1.41857 0.07
H 2.20126 -3.70130 1.12651 0.06
H 3.76477 -4.22292 1.77048 0.08
H 4.34258 -2.95138 -2.85245 0.08
H 4.09048 -3.62592 -4.46269 0.08
H 4.89543 -4.59635 -3.26086 0.08
H 1.62977 -2.69371 -3.51507 0.08
H 0.76700 -4.23055 -3.56836 0.06
H 1.92101 -3.84335 -4.83911 0.08
H 4.34927 -7.50684 -0.83674 0.09
H 2.85388 -8.44971 -0.81185 0.08
H 3.05899 -7.12474 0.31030 0.06
H 3.01700 -7.38669 -3.61702 0.09
H 1.42685 -6.64700 -3.41377 0.07
H 1.75659 -8.19423 -2.65846 0.08
O -2.13076 7.80443 0.97116 -0.28
P -1.19759 6.80184 0.42618 0.57
N -0.31729 6.16054 1.72062 -0.31
C 1.11837 6.15264 1.91086 -0.12
C -1.09830 5.99862 2.94265 -0.12
N -0.27742 7.65616 -0.74236 -0.31
C 1.17202 7.73438 -0.73621 -0.13
C -0.87542 8.91911 -1.17410 -0.14
N -1.39952 5.41923 -0.47194 -0.30
C -1.37006 4.08026 0.09695 -0.12
C -1.78405 5.48846 -1.87786 -0.10
H 1.38780 5.33223 2.58078 0.08
H 1.50060 7.08520 2.34162 0.09
H 1.64376 5.95873 0.98215 0.05
H -1.90739 5.27206 2.80833 0.06
H -1.55168 6.93394 3.27745 0.08
H -0.45386 5.62324 3.73683 0.08
H 1.58092 8.19835 0.16784 0.08
H 1.49424 8.33379 -1.58914 0.08
H 1.62311 6.75010 -0.87089 0.07
H -0.66264 9.75040 -0.49289 0.09
H -1.95553 8.82981 -1.25430 0.07
H -0.48427 9.16668 -2.16387 0.08
H -0.36683 3.64886 0.03521 0.09
H -2.05322 3.41998 -0.44426 0.07
H -1.68059 4.06981 1.13831 0.04
H -0.92456 5.29904 -2.52598 0.09
H -2.18783 6.46610 -2.12909 0.07
H -2.56183 4.75358 -2.09593 0.08


2.
110
Properties=species:S:1:pos:R:3:mulliken_spin:R:1 method="wB97M-V/def2-TZVPD" homo_lumo_gap_ha="0.05214 / 0.22413" energy_ev=-134426.4095 max_force_ev_per_a=4.2 total_charge=-1 multiplicity=2
C 2.06493 2.67800 -1.16022 0.00
N 2.58337 1.92146 -2.36988 0.00
O 2.76012 0.75233 -2.27601 0.00
O 2.81751 2.54437 -3.43645 0.00
H 2.42715 3.69645 -1.30044 0.00
H 2.72106 2.26244 -0.39544 0.00
H 0.99058 2.58961 -0.99877 0.00
C 2.96727 -3.40601 -6.29377 0.01
N 2.50271 -2.49863 -5.20841 0.12
O 2.03166 -2.94948 -4.14926 0.01
O 2.61276 -1.34551 -5.57932 0.08
H 3.52692 -4.13818 -5.71169 0.00
H 3.62814 -2.87337 -6.97763 0.00
H 2.00812 -3.77216 -6.65992 -0.01
C -2.07764 -4.38499 -1.56052 0.00
N -1.16348 -5.10587 -2.47565 0.01
O -0.08619 -4.61419 -2.73510 0.00
O -1.51892 -6.20470 -2.98890 0.02
H -1.88569 -3.31905 -1.68311 0.01
H -1.83465 -4.67572 -0.53849 0.00
H -3.06715 -4.70943 -1.88256 0.00
C 4.27699 1.21537 2.40137 0.00
N 3.49469 2.10946 3.25123 0.00
O 3.74804 2.16637 4.45374 0.00
O 2.69953 2.82179 2.68318 0.00
H 3.96017 1.08048 1.36719 0.00
H 4.24614 0.22417 2.85377 0.00
H 5.28673 1.62474 2.43195 0.00
C -1.28589 -3.60608 -5.96232 0.01
N -2.07444 -2.41985 -5.52716 0.35
O -2.55360 -2.51159 -4.39430 0.17
O -2.29723 -1.47265 -6.31441 0.20
H -1.13199 -3.55031 -7.03996 0.01
H -1.86569 -4.52339 -5.85996 -0.01
H -0.33749 -3.63155 -5.42568 0.01
O -5.21289 8.36397 -2.83909 0.00
S -4.24308 8.34962 -1.75722 0.00
O -4.47445 8.93143 -0.43445 0.00
O -3.67362 6.77936 -1.51006 0.00
C -3.33672 5.93794 -2.55599 0.00
C -2.67495 4.68460 -2.05740 0.00
C -2.66925 9.11605 -2.44160 0.00
H -2.68321 6.50254 -3.22100 0.00
H -4.22799 5.73033 -3.14813 0.00
H -3.42140 4.13315 -1.48572 0.00
H -1.75572 4.82308 -1.48825 0.00
H -2.46099 3.96116 -2.84413 0.00
H -1.79228 8.69379 -1.95098 0.00
H -2.79192 10.16852 -2.18593 0.00
H -2.61599 9.06217 -3.52896 0.00
O 0.57549 -3.74841 0.13667 0.01
S 0.99451 -4.90410 0.90966 -0.01
O 0.10119 -5.98874 1.27476 0.00
O 2.28471 -5.57116 0.16619 0.00
C 3.26215 -4.64834 -0.34323 0.00
C 4.64743 -5.35959 -0.49473 0.00
C 1.79173 -4.24772 2.48714 0.00
H 3.45618 -3.79311 0.30410 0.00
H 2.91852 -4.22523 -1.28716 0.01
H 4.93753 -5.90421 0.40379 0.00
H 5.44304 -4.62478 -0.37161 0.00
H 4.70003 -5.94550 -1.41235 0.00
H 2.27654 -3.29962 2.25442 0.00
H 2.40795 -5.07561 2.83783 0.00
H 0.98522 -4.00120 3.17770 0.00
O -2.25398 0.23037 6.43701 0.00
S -1.63446 -1.08508 6.29092 0.00
O -1.96621 -2.18221 7.22004 0.00
O -1.85450 -1.61728 4.69305 0.00
C -1.64729 -2.96389 4.35861 0.00
C -2.08272 -3.12354 2.92332 0.00
C 0.28434 -0.97253 6.23456 0.00
H -2.15509 -3.70842 4.97174 0.00
H -0.59817 -3.20999 4.52255 0.00
H -3.15246 -2.93083 2.84198 0.00
H -1.81885 -4.12240 2.57583 0.00
H -1.59046 -2.41539 2.25675 0.00
H 0.63490 -1.89197 5.76568 0.00
H 0.44072 -0.96943 7.31328 0.00
H 0.46577 -0.11576 5.58562 0.00
O -2.49453 -0.32202 -1.59269 0.00
S -1.25818 0.32831 -2.02097 0.01
O -1.29416 1.63162 -2.65188 0.01
O -0.24688 0.58728 -0.65945 0.00
C 0.13389 -0.53025 0.13940 0.00
C 1.19506 -0.15552 1.21601 0.00
C -0.22377 -0.75793 -2.96954 -0.07
H 0.45469 -1.33547 -0.52151 0.00
H -0.80728 -0.85570 0.58254 0.00
H 1.58807 -1.02286 1.74645 0.00
H 0.81534 0.37755 2.08764 0.00
H 1.99944 0.40098 0.73498 0.00
H -0.23662 -1.78153 -2.59514 0.00
H 0.81193 -0.46354 -3.13911 -0.01
H -0.68397 -0.68469 -3.95490 0.04
O -2.19030 2.83545 5.89983 0.00
S -1.19066 2.70725 4.79941 0.00
O -1.05918 1.34530 4.28606 0.00
O -1.64939 3.61934 3.51003 0.00
C -0.96696 3.29191 2.32148 0.00
C -1.89334 3.71287 1.27621 0.00
C 0.46574 3.52793 5.20764 0.00
H -1.01938 2.21644 2.15204 0.00
H -0.00063 3.78434 2.21277 0.00
H -2.03786 4.78854 1.17545 0.00
H -2.92560 3.41988 1.46776 0.00
H -1.52946 3.35157 0.31436 0.00
H 0.33371 4.51843 5.64306 0.00
H 0.93268 3.72531 4.24270 0.00
H 0.98410 2.94285 5.96730 0.00